Version P
Here is a gas-phase ion, C5H11N2O2S (charge +1) from the Open Molecules 2025 dataset. Energies are from wB97M-V/def2-TZVPD.

Atoms and positions in Å:
1 C -0.0579 -0.3537 0.4929
2 C -0.6111 -1.1441 -0.4331
3 C -0.1180 1.1471 0.4141
4 C 0.7452 2.0604 -0.4525
5 C -0.3784 -2.5869 -0.6511
6 N 1.3307 0.2084 2.7279
7 N -1.4169 -0.5747 -1.5325
8 O 0.9611 1.9701 0.9051
9 O 0.3012 3.1685 -1.0552
10 S 0.8905 -1.1317 1.8034
11 H -1.1127 1.5375 0.6389
12 H 1.4926 1.5538 -1.0953
13 H -1.2622 -3.3711 -0.4443
14 H 0.4529 -2.8552 0.0331
15 H -0.0996 -2.7841 -1.6834
16 H 1.2282 0.0684 3.6427
17 H 2.3111 0.5075 2.5871
18 H -1.3800 0.4664 -1.3895
19 H -2.4152 -0.8614 -1.5862
20 H -1.0356 -0.8626 -2.5270
21 H 0.1742 3.8374 -0.3951

Results
charge = +1
LUMO = -3.60 eV
SMILES string = C/C([NH3+])=C(\SN)[C@H]1O[C@@H]1O
gap between HOMO and LUMO = 8.7 eV
HOMO energy = -12.3 eV

The natural (NBO) scheme yields these atomic charges, measured in e:
1. C -0.1493
2. C 0.0549
3. C -0.0818
4. C 0.3784
5. C -0.6722
6. N -0.9428
7. N -0.7039
8. O -0.4385
9. O -0.6790
10. S 0.5041
11. H 0.2096
12. H 0.1633
13. H 0.2511
14. H 0.2567
15. H 0.2267
16. H 0.3789
17. H 0.3905
18. H 0.4575
19. H 0.4468
20. H 0.4500
21. H 0.4989

=====

Version Q
Here is a gas-phase ion, C5H11N2O2S (charge +1) from the Open Molecules 2025 dataset. Energies are from wB97M-V/def2-TZVPD.

Atoms and positions in Å:
1 C 2.0085 0.3394 0.2055
2 C 0.6394 -1.6137 -0.2391
3 C -0.1324 -0.7616 -1.3206
4 C -1.5559 1.3157 1.4494
5 C -1.6630 0.3898 0.2113
6 N 1.8889 -0.9367 0.2182
7 N -0.4637 0.4444 -0.6057
8 O 2.9571 -1.7985 0.4037
9 O -0.1694 1.6341 -1.2284
10 S 2.2927 1.8569 0.1370
11 H -0.1902 -1.6464 0.4695
12 H 0.7582 -2.7302 -0.4266
13 H 0.5476 -0.5215 -2.0554
14 H -0.8907 -1.4092 -1.5865
15 H -1.6577 2.4034 1.1776
16 H -2.3544 1.2555 2.2841
17 H -0.6546 1.0023 2.0261
18 H -2.5363 0.7449 -0.3023
19 H -1.7567 -0.5900 0.4850
20 H 3.8790 -1.4317 0.3386
21 H -0.9463 2.0534 -1.6412

Results
charge = +1
LUMO = -5.43 eV
gap between HOMO and LUMO = 7.5 eV
HOMO energy = -12.9 eV

The natural (NBO) scheme yields these atomic charges, measured in e:
1. C 0.1365
2. C -0.2404
3. C -0.2284
4. C -0.6414
5. C -0.2426
6. N -0.1167
7. N -0.1388
8. O -0.4931
9. O -0.5579
10. S 0.4980
11. H 0.2238
12. H 0.2721
13. H 0.2275
14. H 0.2128
15. H 0.2306
16. H 0.2491
17. H 0.2104
18. H 0.1971
19. H 0.2006
20. H 0.5192
21. H 0.4816

=====

version P takes first place; second place is 0.1228 hartree up.

=====

Version P
Here is 12 unconnected molecules or ions with the total composition C12H48N24O12 from the Open Molecules 2025 dataset. Energies are from wB97M-V/def2-TZVPD.

Atoms and positions in Å:
1 C 2.3312 3.0815 5.0514
2 O 2.6796 3.6820 6.0031
3 N 2.8189 1.8814 4.8422
4 N 1.4249 3.5503 4.2111
5 H 2.6811 1.4904 3.9212
6 H 3.5417 1.6969 5.5232
7 H 1.0902 3.1343 3.3538
8 H 0.9366 4.4143 4.3985
9 C 1.9256 -6.8427 -0.2540
10 O 1.6279 -5.6644 -0.1855
11 N 1.4849 -7.7902 0.4640
12 N 2.9352 -7.2700 -0.9245
13 H 1.8699 -8.7168 0.5790
14 H 1.2316 -7.4694 1.3876
15 H 3.0867 -8.2489 -1.1214
16 H 3.6166 -6.6516 -1.3412
17 C -3.4282 0.9871 6.7087
18 O -3.6341 0.3980 5.7061
19 N -3.0489 0.5249 7.8476
20 N -3.3498 2.2718 6.6586
21 H -3.2435 -0.4547 7.9979
22 H -2.9756 1.2522 8.5446
23 H -3.4351 2.7778 5.7887
24 H -3.2452 2.7398 7.5475
25 C -7.2688 2.8568 0.8663
26 O -6.2461 3.3885 1.3115
27 N -7.9146 3.2459 -0.1752
28 N -7.9598 1.9823 1.5605
29 H -7.2710 3.8916 -0.6100
30 H -8.5344 2.6814 -0.7384
31 H -7.4745 1.6484 2.3809
32 H -8.9094 1.7728 1.2877
33 C -0.3309 6.3716 -6.9543
34 O -1.1029 6.1860 -7.9080
35 N 0.8884 5.9482 -6.9558
36 N -0.7692 6.7842 -5.7979
37 H 1.1475 5.2365 -7.6241
38 H 1.4714 6.2596 -6.1921
39 H -1.6943 7.1720 -5.6799
40 H -0.0786 6.9516 -5.0801
41 C 6.6306 0.4441 -0.4649
42 O 7.1224 0.8335 0.5820
43 N 6.5941 1.2470 -1.5308
44 N 6.1862 -0.7430 -0.5998
45 H 7.0580 2.1440 -1.5197
46 H 6.1425 0.9665 -2.3897
47 H 6.5060 -1.3514 0.1403
48 H 5.7764 -0.9448 -1.5006
49 C 3.4267 -1.2075 -7.4408
50 O 3.9106 -1.5067 -8.4953
51 N 2.2373 -1.2867 -7.0769
52 N 4.0977 -0.5122 -6.6192
53 H 1.7073 -1.4352 -7.9237
54 H 1.9006 -0.8410 -6.2354
55 H 5.0897 -0.4525 -6.7996
56 H 3.7837 -0.3984 -5.6660
57 C 4.4932 7.0596 -1.6809
58 O 3.6686 7.6882 -2.2677
59 N 5.7322 7.0721 -2.1257
60 N 4.3169 6.5296 -0.5202
61 H 5.9932 7.4173 -3.0383
62 H 6.4551 6.9620 -1.4289
63 H 5.1630 6.1858 -0.0889
64 H 3.4153 6.4676 -0.0690
65 C -0.1564 0.8557 -0.9505
66 O 0.6090 0.5535 -1.8508
67 N -0.5377 0.0823 -0.0205
68 N -0.8011 1.9469 -0.9026
69 H -1.0912 0.4361 0.7467
70 H -0.0413 -0.7943 0.0518
71 H -0.3645 2.6110 -1.5258
72 H -1.4783 2.3468 -0.2688
73 C 0.7868 -4.8604 6.1327
74 O 1.7740 -5.6378 6.1474
75 N -0.3936 -5.2593 6.4160
76 N 0.9810 -3.6405 5.7243
77 H -0.4614 -6.2117 6.7454
78 H -1.2135 -4.6712 6.3712
79 H 0.2991 -2.8964 5.7627
80 H 1.9335 -3.4254 5.4660
81 C -4.5299 -5.9143 2.1153
82 O -5.3361 -6.3542 2.9197
83 N -4.0203 -4.7126 2.0330
84 N -4.3015 -6.5521 1.0123
85 H -4.2163 -4.1429 2.8436
86 H -3.3491 -4.5352 1.2994
87 H -3.6624 -6.1347 0.3510
88 H -4.8304 -7.3590 0.7134
89 C -4.1497 -3.2329 -3.7658
90 O -4.9680 -4.1255 -3.7583
91 N -4.2499 -2.1866 -3.0387
92 N -2.8978 -3.2944 -4.2447
93 H -3.5317 -1.4814 -3.1219
94 H -5.0215 -1.8703 -2.4688
95 H -2.9709 -4.1571 -4.7646
96 H -2.0905 -2.8709 -3.8099

Results
LUMO = -0.55 eV
SMILES string = NC(N)=O.NC(N)=O.NC(N)=O.NC(N)=O.NC(N)=O.NC(N)=O.NC(N)=O.NC(N)=O.NC(N)=O.NC(N)=O.NC(N)=O.NC(N)=O
gap between HOMO and LUMO = 9.0 eV
HOMO energy = -9.5 eV

The Löwdin scheme yields these atomic charges, measured in e:
1. C -0.8221
2. O 0.0641
3. N 0.1612
4. N 0.1580
5. H 0.1068
6. H 0.1231
7. H 0.0976
8. H 0.1116
9. C -0.8255
10. O 0.0338
11. N 0.1563
12. N 0.1543
13. H 0.1183
14. H 0.1277
15. H 0.1132
16. H 0.1218
17. C -0.8650
18. O 0.0581
19. N 0.1758
20. N 0.1586
21. H 0.1275
22. H 0.1116
23. H 0.1278
24. H 0.1055
25. C -0.7954
26. O 0.0064
27. N 0.1605
28. N 0.1550
29. H 0.1214
30. H 0.1200
31. H 0.1201
32. H 0.1122
33. C -0.7812
34. O -0.0033
35. N 0.1617
36. N 0.1594
37. H 0.1273
38. H 0.1102
39. H 0.1210
40. H 0.1050
41. C -0.7984
42. O 0.0135
43. N 0.1527
44. N 0.1734
45. H 0.1120
46. H 0.0958
47. H 0.1346
48. H 0.1164
49. C -0.8972
50. O 0.0586
51. N 0.1825
52. N 0.1570
53. H 0.1376
54. H 0.1272
55. H 0.1242
56. H 0.1103
57. C -0.8255
58. O 0.0427
59. N 0.1508
60. N 0.1751
61. H 0.1183
62. H 0.1007
63. H 0.1109
64. H 0.1272
65. C -0.8602
66. O 0.0247
67. N 0.1720
68. N 0.1647
69. H 0.1201
70. H 0.1294
71. H 0.1245
72. H 0.1246
73. C -0.7823
74. O -0.0281
75. N 0.1757
76. N 0.1602
77. H 0.1280
78. H 0.1177
79. H 0.1089
80. H 0.1198
81. C -0.7901
82. O 0.0236
83. N 0.1578
84. N 0.1501
85. H 0.1198
86. H 0.1092
87. H 0.1045
88. H 0.1253
89. C -0.7920
90. O 0.0433
91. N 0.1546
92. N 0.1415
93. H 0.1084
94. H 0.1236
95. H 0.1100
96. H 0.1105

=====

Version Q
Here is 12 unconnected molecules or ions with the total composition C12H48N24O12 from the Open Molecules 2025 dataset. Energies are from wB97M-V/def2-TZVPD.

Atoms and positions in Å:
1 C 3.0435 1.3831 -3.2421
2 O 2.6482 0.7180 -2.2815
3 N 4.2373 1.1818 -3.6647
4 N 2.2884 2.1070 -3.9348
5 H 4.8962 0.8186 -2.9909
6 H 4.5378 1.4971 -4.5760
7 H 2.6691 2.7704 -4.5944
8 H 1.3015 2.2675 -3.7920
9 C -4.2756 -1.0056 -1.3061
10 O -5.2988 -1.1343 -1.9308
11 N -3.2651 -0.3346 -1.6923
12 N -4.0546 -1.5517 -0.1774
13 H -2.3698 -0.3375 -1.2248
14 H -3.4744 0.1318 -2.5634
15 H -3.1155 -1.5515 0.1945
16 H -4.8236 -2.0942 0.1891
17 C -2.7502 2.6563 2.1255
18 O -2.4069 3.6329 2.7729
19 N -3.9928 2.3302 2.0890
20 N -1.9597 1.9732 1.3666
21 H -4.3882 1.7052 1.4011
22 H -4.6819 2.9085 2.5481
23 H -1.0201 2.3436 1.3534
24 H -2.1716 1.0969 0.9113
25 C -0.2041 -0.3745 -0.2739
26 O -0.8479 -0.9964 0.4945
27 N 0.5512 0.6235 0.0779
28 N -0.0455 -0.7057 -1.4969
29 H 0.6334 0.9289 1.0371
30 H 1.1003 1.1701 -0.5701
31 H -0.4821 -1.5694 -1.7859
32 H 0.5800 -0.1052 -2.0148
33 C 2.8103 3.3449 1.3587
34 O 1.8325 2.7380 1.8056
35 N 3.6303 3.0545 0.4317
36 N 3.3252 4.3475 1.9382
37 H 3.6130 2.2662 -0.1994
38 H 4.4142 3.6708 0.2713
39 H 2.9744 4.5507 2.8633
40 H 4.2206 4.7814 1.7652
41 C -0.9570 -3.8370 1.9544
42 O 0.1265 -3.9595 1.4974
43 N -1.2938 -4.1732 3.1310
44 N -2.0572 -3.4484 1.3463
45 H -2.2142 -4.0106 3.5137
46 H -0.6321 -4.7754 3.5997
47 H -1.8563 -2.8991 0.5229
48 H -2.8277 -3.1019 1.8997
49 C 1.0566 3.5120 4.9833
50 O 2.1490 3.9772 4.7369
51 N 0.3518 3.7490 6.0413
52 N 0.4278 2.8703 4.0701
53 H 0.6720 4.4433 6.7012
54 H -0.5698 3.3918 6.2492
55 H -0.5768 2.8285 4.1659
56 H 0.7891 2.6052 3.1650
57 C 1.8596 -0.4338 3.4857
58 O 2.5504 -1.1639 2.7874
59 N 0.5984 -0.1997 3.1957
60 N 2.2284 0.1041 4.6389
61 H 0.1714 -0.6466 2.3970
62 H 0.0466 0.3425 3.8450
63 H 1.5514 0.8162 4.8727
64 H 3.1896 0.2266 4.9237
65 C -0.4740 3.5465 -1.9766
66 O -0.4365 4.0267 -0.8246
67 N 0.0663 4.0419 -2.9880
68 N -1.1187 2.4304 -2.3078
69 H 0.5824 4.9009 -3.1139
70 H -0.2881 3.6830 -3.8630
71 H -1.5700 2.0285 -1.4985
72 H -0.8707 1.8618 -3.1048
73 C -1.7311 -4.6892 -1.7338
74 O -1.5268 -3.5369 -1.9583
75 N -0.8830 -5.6109 -1.5440
76 N -2.8267 -5.2802 -1.9430
77 H -1.1446 -6.5784 -1.4188
78 H 0.0648 -5.3006 -1.3845
79 H -3.0287 -6.2124 -1.6107
80 H -3.5481 -4.7028 -2.3508
81 C -2.9036 -2.9452 -5.7773
82 O -3.0003 -1.9174 -6.4833
83 N -2.2393 -2.9806 -4.6812
84 N -3.4979 -4.1545 -6.0123
85 H -2.3813 -3.7885 -4.0919
86 H -2.0465 -2.0887 -4.2482
87 H -3.1859 -4.9970 -5.5507
88 H -4.0094 -4.3001 -6.8709
89 C 4.9700 -0.5256 0.5164
90 O 5.7402 -0.5006 -0.4695
91 N 3.6918 -0.3614 0.4339
92 N 5.4317 -0.8602 1.6630
93 H 3.0698 -0.1952 1.2121
94 H 3.4592 -0.1412 -0.5239
95 H 4.8120 -1.0512 2.4374
96 H 6.3607 -1.2565 1.6606

Results
LUMO = -0.02 eV
SMILES string = NC(N)=O.NC(N)=O.NC(N)=O.NC(N)=O.NC(N)=O.NC(N)=O.NC(N)=O.NC(N)=O.NC(N)=O.NC(N)=O.NC(N)=O.NC(N)=O
gap between HOMO and LUMO = 8.7 eV
HOMO energy = -8.7 eV

The Löwdin scheme yields these atomic charges, measured in e:
1. C -0.7831
2. O -0.0013
3. N 0.2018
4. N 0.2028
5. H 0.1255
6. H 0.1229
7. H 0.1275
8. H 0.0837
9. C -0.8588
10. O 0.0465
11. N 0.1921
12. N 0.1854
13. H 0.0616
14. H 0.1291
15. H 0.0640
16. H 0.1289
17. C -0.8006
18. O 0.0223
19. N 0.1697
20. N 0.2035
21. H 0.1084
22. H 0.1220
23. H 0.0923
24. H 0.0887
25. C -0.8344
26. O 0.0391
27. N 0.2115
28. N 0.2183
29. H 0.0639
30. H 0.0867
31. H 0.0971
32. H 0.0862
33. C -0.7349
34. O 0.0123
35. N 0.1927
36. N 0.1770
37. H 0.0976
38. H 0.1208
39. H 0.0954
40. H 0.1248
41. C -0.8398
42. O 0.0905
43. N 0.1629
44. N 0.1526
45. H 0.1140
46. H 0.1269
47. H 0.0492
48. H 0.1002
49. C -0.8003
50. O 0.0252
51. N 0.1771
52. N 0.1689
53. H 0.1194
54. H 0.1160
55. H 0.0927
56. H 0.0513
57. C -0.7191
58. O 0.0141
59. N 0.1848
60. N 0.1898
61. H 0.0845
62. H 0.0988
63. H 0.0751
64. H 0.1232
65. C -0.7685
66. O 0.0309
67. N 0.1602
68. N 0.1667
69. H 0.1414
70. H 0.1191
71. H 0.0851
72. H 0.1017
73. C -0.8623
74. O 0.0492
75. N 0.1937
76. N 0.1737
77. H 0.1252
78. H 0.1374
79. H 0.1257
80. H 0.1277
81. C -0.7156
82. O -0.0079
83. N 0.1687
84. N 0.1395
85. H 0.0725
86. H 0.1144
87. H 0.0927
88. H 0.1031
89. C -0.7910
90. O -0.0419
91. N 0.1890
92. N 0.1745
93. H 0.0706
94. H 0.0689
95. H 0.0890
96. H 0.1194

=====

version Q takes first place; second place is 0.1474 hartree up.